Record 1
Entry from the OMol25 dataset: the ion C10H15IN4 with charge +2 in a non-equilibrium geometry (ωB97M-V/def2-TZVPD).

Last column: Mulliken charge in e.
Geometry (Å):
I  3.560  0.562  0.368  0.37
N  0.681  0.646  -0.148  -0.27
N  1.370  -1.502  -0.168  0.36
N  1.738  -0.082  -2.155  -0.04
N  0.325  -3.656  1.105  -0.35
C  1.675  -0.146  -0.638  -0.94
C  0.689  0.817  -2.804  -0.88
C  -0.429  -2.591  1.086  -0.25
C  -0.255  0.008  0.458  0.11
C  1.618  -3.636  0.741  -0.42
C  -1.566  2.006  0.962  -1.36
C  -1.268  0.594  1.273  0.42
C  2.058  -2.634  -0.088  0.19
C  -0.464  0.621  2.675  -1.20
C  0.115  -1.438  0.541  0.39
H  3.110  -2.767  -0.340  0.43
H  0.673  0.918  -3.871  0.38
H  0.988  1.761  -2.337  0.42
H  -0.355  0.676  -2.662  0.33
H  -0.873  1.313  3.409  0.43
H  -2.116  2.014  -0.053  0.29
H  2.246  -4.485  1.226  0.38
H  -2.120  -0.013  1.452  0.48
H  -2.075  2.603  1.740  0.39
H  1.702  -1.000  -2.673  0.45
H  0.539  1.192  2.586  0.30
H  -1.463  -2.709  1.420  0.44
H  -0.273  -0.289  3.309  0.34
H  2.670  0.156  -2.476  0.43
H  -0.606  2.433  0.700  0.37

For the HOMO energy, the calculation gives -17.27 eV. The calculation puts the molar mass at 318.16 g/mol. Its structure (SMILES) is C[NH2+][C@@]1(I)N=C(C(C)C)c2cncc[n+]21. As for the total charge: +2. For the HOMO-LUMO gap, the calculation gives 0.28330 Eh. The value obtained for the LUMO energy is -9.56 eV. The value obtained for the electronic energy is -24654.204 eV. Its spin multiplicity is 1. The value obtained for the relative energy (zero: lowest compared OMol25 entry of this formula, charge and spin) is 10.5 kcal per mole.


Record 2
Entry from the OMol25 dataset: a structure of composition C10H15N in a non-equilibrium geometry (ωB97M-V/def2-TZVPD).

Last column: Mulliken charge in e.
Geometry (Å):
N  -1.020  0.578  -0.299  0.55
C  -1.144  -0.650  0.311  -0.59
C  -2.202  1.232  -0.298  -0.57
C  0.335  0.446  -0.560  -0.35
C  -3.097  0.395  0.325  -0.49
C  0.315  -0.979  0.029  2.53
C  1.056  0.993  -1.733  -1.51
C  1.524  2.046  1.322  -1.03
C  -2.432  -0.809  0.711  -0.91
C  0.507  -2.070  -1.020  -1.79
C  1.179  -1.241  1.252  -1.63
H  1.535  -2.068  -1.381  0.38
H  -2.342  2.209  -0.718  0.45
H  0.997  -0.488  2.013  0.34
H  1.245  2.955  0.830  0.38
H  0.821  0.421  -2.638  0.35
H  1.007  1.794  2.225  0.34
H  0.292  -3.044  -0.585  0.43
H  2.132  0.945  -1.573  0.33
H  2.232  -1.217  0.983  0.33
H  -0.165  -1.916  -1.865  0.41
H  0.945  -2.220  1.667  0.44
H  0.766  2.030  -1.904  0.40
H  2.529  1.700  1.196  0.31
H  -4.136  0.602  0.494  0.43
H  -2.880  -1.642  1.216  0.47

For the HOMO energy (spin up / spin down), the calculation gives -6.87 / -8.08 eV. The calculation puts the molar mass at 149.24 g/mol. As for the total charge: 0. For the HOMO-LUMO gap (spin up / spin down), the calculation gives 0.27170 / 0.32124 Eh. The value obtained for the LUMO energy (spin up / spin down) is 0.52 / 0.66 eV. The value obtained for the electronic energy is -12098.872 eV. Its spin multiplicity is 1. The value obtained for the relative energy (zero: lowest compared OMol25 entry of this formula, charge and spin) is 96.4 kcal per mole.


Record 3
Entry from the OMol25 dataset: the ion C10H15N2 with charge +1 in a non-equilibrium geometry (ωB97M-V/def2-TZVPD).

Last column: Mulliken charge in e.
Geometry (Å):
N  -4.043  0.854  1.176  -0.43
N  1.744  0.994  -0.634  0.10
C  2.661  0.545  0.457  -0.68
C  -2.090  -0.988  -1.232  -0.51
C  1.330  -1.593  0.480  -0.78
C  -2.832  0.023  -0.641  -0.67
C  0.577  0.357  -0.813  -0.48
C  2.037  2.061  -1.331  -0.28
C  1.900  -0.444  1.388  -0.64
C  -2.912  0.249  0.681  0.22
C  -0.870  -1.464  -0.771  -0.69
C  0.325  -0.868  -0.285  0.88
H  -3.647  0.502  -1.129  0.32
H  -0.639  -2.540  -1.065  0.25
H  2.977  1.500  0.922  0.49
H  1.478  2.262  -2.183  0.29
H  -2.278  -0.263  1.425  0.33
H  3.467  0.030  -0.012  0.34
H  -2.716  -1.478  -2.025  0.35
H  1.133  0.199  1.943  0.29
H  -4.033  1.271  2.184  0.25
H  -0.146  0.799  -1.458  0.41
H  0.912  -2.237  1.127  0.46
H  2.064  -2.227  -0.204  0.29
H  3.005  2.550  -1.273  0.30
H  -4.790  0.950  0.571  0.18
H  2.424  -0.968  2.205  0.40

For the HOMO energy (spin up / spin down), the calculation gives -10.54 / -10.54 eV. The calculation puts the molar mass at 163.24 g/mol. Its structure (SMILES) is C=[N+]1C=C(/C=C\C=C\N)CCC1. As for the total charge: +1. For the HOMO-LUMO gap (spin up / spin down), the calculation gives 0.22155 / 0.22221 Eh. The value obtained for the LUMO energy (spin up / spin down) is -4.51 / -4.49 eV. The value obtained for the electronic energy is -13583.382 eV. Its spin multiplicity is 1. The value obtained for the relative energy (zero: lowest compared OMol25 entry of this formula, charge and spin) is 108.1 kcal per mole.


Record 4
Entry from the OMol25 dataset: a cluster of 2 separate species, C10H15N2O in total in a non-equilibrium geometry (ωB97M-V/def2-TZVPD).

Last column: Mulliken charge in e.
Geometry (Å):
O  -1.741  -0.797  2.061  -0.83
N  -1.278  -1.158  0.892  0.61
N  -0.597  -1.937  -1.688  -0.69
C  2.570  -0.175  0.095  0.28
C  -1.319  1.224  0.222  0.54
C  -0.435  2.308  -0.395  -1.45
C  4.067  -0.227  0.696  -1.31
C  -0.647  -0.695  -1.409  -0.31
C  -2.791  1.369  -0.310  -1.48
C  -0.812  -2.790  -0.704  -0.54
C  1.423  -0.051  0.672  -0.69
C  -1.143  -2.515  0.587  -0.33
C  -0.768  -0.167  -0.059  0.28
H  0.506  1.960  -0.339  0.44
H  4.148  -0.408  1.752  0.37
H  -3.412  0.663  0.021  0.47
H  -1.334  1.534  1.319  0.38
H  1.227  -0.016  1.746  0.18
H  -2.724  0.954  -1.399  0.30
H  -0.630  -3.781  -0.815  0.40
H  4.708  -0.837  0.094  0.33
H  2.686  -0.009  -1.105  0.09
H  -3.359  2.343  -0.271  0.31
H  -1.209  -3.221  1.372  0.45
H  4.485  0.774  0.661  0.29
H  -0.428  -0.063  -2.274  0.30
H  -0.732  2.381  -1.472  0.27
H  -0.461  3.335  0.050  0.32

For the HOMO energy, the calculation gives -2.10 eV. The calculation puts the molar mass at 179.24 g/mol. As for the total charge: -1. For the HOMO-LUMO gap, the calculation gives 0.21557 Eh. The value obtained for the LUMO energy is 3.76 eV. The value obtained for the electronic energy is -15635.304 eV. Its spin multiplicity is 1. The value obtained for the relative energy (zero: lowest compared OMol25 entry of this formula, charge and spin) is 52.7 kcal per mole.


Record 5
Entry from the OMol25 dataset: a cluster of 2 separate species, C10H15N2O2 in total in a non-equilibrium geometry (ωB97M-V/def2-TZVPD).

Last column: Mulliken charge in e.
Geometry (Å):
O  -0.437  2.443  -0.150  -0.55
O  1.843  -1.752  0.229  -0.30
N  -1.603  -0.911  0.023  0.24
N  3.817  -0.651  0.133  -0.53
C  -1.036  -0.799  -1.350  -0.57
C  2.952  1.746  -0.238  -0.81
C  1.645  -0.386  0.179  0.28
C  -0.921  0.702  -1.688  -0.68
C  -0.756  1.310  -0.296  0.75
C  2.811  0.272  -0.016  0.36
C  -3.063  -0.959  0.179  -0.89
C  3.164  -1.863  0.273  -0.14
C  -1.123  0.306  0.661  -0.24
C  -1.232  0.597  2.152  -1.18
H  -3.506  -1.914  -0.228  0.34
H  3.612  -2.921  0.174  0.33
H  0.008  -1.183  -1.403  0.23
H  -2.321  0.944  2.227  0.40
H  -1.159  -1.813  0.604  0.52
H  -0.932  -0.327  2.768  0.31
H  -1.511  -1.334  -2.149  0.46
H  -3.592  -0.012  -0.242  0.35
H  -3.307  -0.934  1.192  0.41
H  3.717  2.233  0.567  0.28
H  -0.453  1.461  2.262  0.36
H  1.967  2.076  -0.041  0.18
H  -0.123  0.674  -2.348  0.30
H  -1.686  1.047  -2.235  0.49
H  3.225  1.949  -1.239  0.29

For the HOMO energy (spin up / spin down), the calculation gives -12.67 / -12.29 eV. The calculation puts the molar mass at 195.24 g/mol. As for the total charge: +1. For the HOMO-LUMO gap (spin up / spin down), the calculation gives 0.25648 / 0.26081 Eh. The value obtained for the LUMO energy (spin up / spin down) is -5.70 / -5.19 eV. The value obtained for the electronic energy is -17675.036 eV. Its spin multiplicity is 1. The value obtained for the relative energy (zero: lowest compared OMol25 entry of this formula, charge and spin) is 141.5 kcal per mole.


Record 6
Entry from the OMol25 dataset: an isolated molecule of C10H15N3S in a non-equilibrium geometry (ωB97M-V/def2-TZVPD).

Last column: Mulliken charge in e.
Geometry (Å):
S  0.973  -1.123  -0.332  0.97
N  -1.191  0.532  -3.329  -0.66
N  1.422  -1.734  1.021  -0.73
N  -0.189  0.433  0.018  0.15
C  0.735  -2.232  -1.611  -0.94
C  -0.700  0.370  1.367  0.71
C  1.477  1.231  2.338  -0.82
C  -2.488  0.242  -0.766  -0.50
C  -1.126  0.407  -0.941  0.50
C  2.315  -0.132  -0.971  -0.92
C  -2.955  -0.147  0.515  -0.79
C  -2.090  0.018  1.578  -0.82
C  -0.690  0.900  -2.225  -0.37
C  0.082  0.773  2.420  -0.31
H  0.901  -1.870  1.878  0.27
H  -0.452  0.609  3.435  0.19
H  -4.017  -0.239  0.728  0.39
H  -2.291  -0.381  2.588  0.27
H  2.888  -0.744  -1.763  0.36
H  0.089  1.608  -2.197  0.52
H  -0.833  0.897  -4.134  0.22
H  -3.045  0.437  -1.699  0.41
H  0.002  -1.828  -2.325  0.33
H  1.919  1.584  3.420  0.29
H  1.458  2.154  1.788  0.30
H  3.063  -0.042  -0.141  0.36
H  2.083  0.906  -1.399  0.25
H  2.229  0.531  1.821  0.10
H  0.434  -3.161  -1.082  0.28

For the HOMO energy (spin up / spin down), the calculation gives -7.24 / -7.24 eV. The calculation puts the molar mass at 209.32 g/mol. Its structure (SMILES) is [H]/N=C/C1=CC=C/C(=C/C)N1[S@@](=C)(C)=N. As for the total charge: 0. For the HOMO-LUMO gap (spin up / spin down), the calculation gives 0.24929 / 0.24930 Eh. The value obtained for the LUMO energy (spin up / spin down) is -0.46 / -0.46 eV. The value obtained for the electronic energy is -25911.276 eV. Its spin multiplicity is 1. The value obtained for the relative energy (zero: lowest compared OMol25 entry of this formula, charge and spin) is 181.5 kcal per mole.


Record 7
Entry from the OMol25 dataset: an isolated molecule of C10H15N5O4 in a non-equilibrium geometry (ωB97M-V/def2-TZVPD).

Last column: Mulliken charge in e.
Geometry (Å):
O  2.434  -1.172  -3.296  -0.58
O  -1.650  -0.206  3.355  -0.67
O  0.898  2.394  0.806  -0.73
O  1.435  0.681  -3.902  -0.48
N  -2.776  -0.779  0.662  0.03
N  -1.318  1.849  2.488  -0.30
N  2.391  -0.516  1.227  -0.59
N  1.158  1.001  -1.001  0.05
N  -1.247  -2.109  -0.329  -0.64
C  -0.834  0.619  2.922  0.23
C  -0.547  -0.527  -2.194  -0.71
C  0.830  -0.210  -1.702  0.43
C  -2.066  -1.998  0.717  -0.35
C  0.601  0.384  2.728  -1.02
C  -1.415  -0.961  -1.045  0.60
C  1.030  0.040  1.266  0.60
C  -2.217  -0.111  -0.379  -0.87
C  1.660  -0.301  -2.967  0.00
C  1.008  1.257  0.326  0.20
H  2.970  0.100  1.884  0.31
H  1.878  0.505  -4.728  0.35
H  0.401  -0.755  0.882  0.23
H  -3.480  -0.484  1.403  0.28
H  1.142  1.396  3.083  0.35
H  1.235  1.787  -1.639  0.31
H  -0.569  2.534  2.343  0.20
H  -2.287  2.155  2.765  0.28
H  2.447  -1.546  1.466  0.30
H  -0.569  -1.356  -2.894  0.44
H  -0.933  0.380  -2.692  0.31
H  0.925  -0.417  3.405  0.35
H  -2.291  -2.826  1.438  0.36
H  1.067  -1.151  -1.058  0.32
H  -2.625  0.822  -0.723  0.44

For the HOMO energy, the calculation gives -8.84 eV. The calculation puts the molar mass at 269.26 g/mol. Its structure (SMILES) is NC(=O)C[C@H](N)C(=O)N[C@@H](Cc1c[nH]cn1)C(=O)O. As for the total charge: 0. For the HOMO-LUMO gap, the calculation gives 0.34819 Eh. The value obtained for the LUMO energy is 0.63 eV. The value obtained for the electronic energy is -26254.452 eV. Its spin multiplicity is 1. The value obtained for the relative energy (zero: lowest compared OMol25 entry of this formula, charge and spin) is 48.8 kcal per mole.


Record 8
Entry from the OMol25 dataset: a cluster of 2 separate species, C10H15NO in total in a non-equilibrium geometry (ωB97M-V/def2-TZVPD).

Last column: Mulliken charge in e.
Geometry (Å):
O  0.327  3.583  1.652  -0.62
N  -1.804  2.881  1.842  -0.37
C  1.831  -1.165  -0.820  -0.53
C  -0.340  -2.061  -1.247  -0.68
C  -0.100  -3.028  -0.303  1.15
C  -0.546  2.404  -0.218  0.29
C  -0.623  3.002  1.169  0.36
C  -0.414  3.514  -1.240  -1.39
C  -1.121  -4.140  -0.135  -1.46
C  0.595  -1.003  -1.385  -0.42
C  1.124  -3.112  0.389  -0.57
C  2.137  -2.279  -0.017  -0.39
H  0.309  1.747  -0.175  -0.04
H  1.169  -3.881  1.148  0.39
H  -1.918  3.341  2.727  0.23
H  -0.666  -5.046  0.258  0.38
H  -1.194  -1.995  -1.910  0.28
H  2.600  -0.404  -0.847  0.35
H  0.419  4.183  -1.096  0.34
H  -1.761  -4.229  -1.012  0.35
H  -1.863  -3.836  0.619  0.29
H  -1.300  4.117  -1.366  0.37
H  -2.606  2.549  1.338  0.21
H  0.300  -0.176  -2.016  0.51
H  -0.323  3.116  -2.214  0.40
H  -1.449  1.845  -0.469  0.21
H  3.196  -2.369  0.176  0.36

For the HOMO energy, the calculation gives -8.99 eV. The calculation puts the molar mass at 165.24 g/mol. Its structure (SMILES) is Cc1ccccc1.CCC(N)=O. As for the total charge: 0. For the HOMO-LUMO gap, the calculation gives 0.35949 Eh. The value obtained for the LUMO energy is 0.79 eV. The value obtained for the electronic energy is -14150.897 eV. Its spin multiplicity is 1. The value obtained for the relative energy (zero: lowest compared OMol25 entry of this formula, charge and spin) is 15.7 kcal per mole.


Record 9
Entry from the OMol25 dataset: an isolated molecule of C10H15NO2S in a non-equilibrium geometry (ωB97M-V/def2-TZVPD).

Last column: Löwdin spin population.
Geometry (Å):
S  -0.618  -1.746  -2.793  0.67
O  -3.226  0.354  -1.944  0.04
O  -0.059  -2.986  -3.213  0.36
N  -1.867  -1.710  -1.875  0.58
C  -2.514  -0.513  -1.443  0.04
C  -0.994  0.413  0.480  0.00
C  -0.022  1.126  -1.525  0.01
C  1.591  -0.816  -1.681  0.09
C  0.375  -0.253  0.408  0.01
C  0.238  -1.726  0.856  0.00
C  -0.869  1.655  -0.421  0.00
C  -2.268  -0.477  0.029  0.03
C  0.761  -0.034  -0.991  0.13
C  1.301  0.465  1.444  0.01
H  0.596  1.867  -2.080  0.00
H  -0.172  2.328  0.144  0.00
H  -0.448  0.577  -2.272  0.01
H  -0.498  -1.965  1.713  0.00
H  2.032  -1.766  -1.332  0.00
H  1.041  -0.100  2.318  0.00
H  1.306  1.571  1.562  0.00
H  -1.733  2.300  -0.699  0.00
H  2.336  0.123  1.272  0.00
H  1.223  -1.954  1.229  0.00
H  -0.061  -2.380  0.127  0.00
H  1.875  -0.784  -2.694  0.00
H  -2.209  -1.568  0.481  0.01
H  -3.043  0.177  0.499  0.01
H  -1.209  0.770  1.570  0.00

For the HOMO energy (spin up / spin down), the calculation gives -6.90 / -9.77 eV. The calculation puts the molar mass at 213.30 g/mol. As for the total charge: 0. For the HOMO-LUMO gap (spin up / spin down), the calculation gives 0.27475 / 0.23378 Eh. The value obtained for the LUMO energy (spin up / spin down) is 0.58 / -3.41 eV. The value obtained for the electronic energy is -27027.162 eV. Its spin multiplicity is 3. The value obtained for the relative energy (zero: lowest compared OMol25 entry of this formula, charge and spin) is 0.0 kcal per mole.


> Among the records above, which one has the lowest relative energy (zero: lowest compared OMol25 entry of this formula, charge and spin)?

C10H15NO2S